C21H43MnN2P3Se | ωB97M-V with the def2-TZVPD basis set

Calculated values
**LUMO level (alpha / beta)**: -9.727 / -11.837 eV
**Spin multiplicity**: 5
**Maximum force**: 0.034 hartree/bohr
**E**: -149961.630 eV
**Net charge**: +3
**ΔE to the lowest compared entry with this formula, charge and spin**: 0.0 kJ/mol
**Highest occupied orbital energy (alpha / beta)**: -16.9 / -17.0 eV
**Orbital gap (alpha / beta)**: 7.1 / 5.2 eV

```
71
Properties=species:S:1:pos:R:3:forces:R:3:mulliken_charge:R:1
Mn -0.260 -0.288 0.486 0.0 0.7 1.5 0.418
P -1.721 -0.771 2.439 -0.3 -0.1 0.3 0.960
P 0.916 -2.475 0.164 0.6 -1.0 -0.4 1.063
P -2.110 -1.008 -0.970 -0.7 -0.1 -0.5 1.121
H 0.639 2.073 -0.478 -0.2 -0.1 0.0 0.540
C -0.348 1.602 -0.481 -0.8 0.4 1.3 -1.748
C -1.117 1.713 0.747 1.0 0.3 -1.4 -0.561
H -0.636 2.260 1.569 -0.3 -0.6 -0.2 0.354
C -1.189 -0.121 4.065 0.2 0.1 -0.1 -1.375
C -1.917 -2.559 2.776 -0.1 -0.1 0.2 -1.288
C -3.427 -0.107 2.353 0.0 -0.1 0.1 -1.292
C 2.029 -2.488 -1.295 -0.2 0.4 -0.1 -1.414
C 2.115 -3.077 1.414 -0.1 0.4 0.4 -1.459
C -0.064 -4.000 -0.124 -0.1 0.0 0.1 -1.277
C -3.388 0.283 -1.241 0.2 0.2 0.2 -1.477
C -3.159 -2.457 -0.543 0.2 -0.1 0.2 -1.311
C -1.578 -1.429 -2.670 0.3 0.1 0.0 -0.691
H -0.856 1.671 -1.445 0.1 -0.2 0.3 0.690
H -2.196 1.873 0.688 0.4 -0.4 0.0 0.535
H -0.908 0.933 3.966 -0.1 -0.1 0.1 0.313
H -0.320 -0.670 4.440 -0.2 0.1 -0.1 0.376
H -2.012 -0.213 4.785 0.2 0.0 -0.2 0.540
H -0.930 -3.032 2.868 -0.2 0.1 0.0 0.271
H -2.470 -3.062 1.973 0.1 0.1 0.3 0.325
H -2.457 -2.704 3.723 0.1 0.0 -0.3 0.557
H -3.382 0.964 2.124 -0.1 -0.3 0.2 0.386
H -3.910 -0.235 3.332 0.0 0.0 -0.3 0.560
H -4.028 -0.603 1.584 0.1 0.1 0.2 0.292
H 2.631 -3.409 -1.313 -0.2 0.3 0.0 0.536
H 2.689 -1.615 -1.233 0.1 -0.2 0.0 0.362
H 1.441 -2.405 -2.217 0.1 -0.2 0.1 0.293
H 2.632 -3.970 1.034 -0.2 0.3 0.0 0.568
H 1.603 -3.336 2.347 0.1 0.0 -0.1 0.354
H 2.851 -2.296 1.632 -0.1 -0.2 -0.1 0.440
H 0.617 -4.862 -0.191 -0.1 0.3 0.0 0.554
H -0.630 -3.936 -1.061 0.2 0.0 0.2 0.358
H -0.759 -4.174 0.708 0.2 0.0 -0.2 0.330
H -4.089 -0.061 -2.013 0.2 0.0 0.2 0.535
H -2.929 1.221 -1.567 -0.1 -0.2 0.0 0.386
H -3.941 0.485 -0.315 0.1 -0.1 -0.3 0.305
H -3.857 -2.649 -1.372 0.2 0.2 0.2 0.544
H -3.743 -2.282 0.368 0.1 0.0 -0.3 0.403
H -2.550 -3.355 -0.396 -0.2 0.3 -0.1 0.268
H -2.449 -1.415 -3.342 0.3 -0.1 0.2 0.531
H -1.110 -2.422 -2.690 -0.2 0.2 0.0 0.250
H -0.831 -0.705 -3.034 -0.5 -0.3 0.1 -0.066
C 1.560 2.158 -3.972 -0.2 -0.8 0.8 0.734
C 1.043 3.348 -3.423 -0.2 1.1 0.1 0.115
C 1.096 4.543 -4.152 -0.2 -0.7 0.9 -0.689
C 1.672 4.571 -5.432 0.2 -0.3 -0.2 -0.358
C 2.224 3.396 -5.973 0.1 -0.7 0.3 -0.671
C 2.175 2.207 -5.242 0.3 0.1 -1.1 -0.584
Se 1.447 0.412 -3.145 0.6 1.4 -0.4 0.205
H 1.000 0.612 -1.664 0.3 0.2 -1.4 0.092
H 0.598 3.323 -2.431 0.0 0.2 -0.2 0.357
H 0.687 5.463 -3.728 0.1 -0.4 -0.1 0.419
H 1.694 5.497 -6.011 0.0 -0.3 0.2 0.433
H 2.690 3.409 -6.962 -0.2 0.0 0.4 0.413
H 2.606 1.297 -5.659 -0.1 0.2 0.0 0.365
C 3.303 3.053 3.311 0.4 0.5 0.2 -0.865
N 2.637 1.803 2.977 -0.6 -1.0 -0.4 0.091
C 2.685 0.623 3.707 -0.5 0.3 -0.6 -1.055
C 1.880 -0.267 3.055 0.0 0.5 -0.4 -0.958
N 1.351 0.344 1.912 -0.4 0.0 -0.5 0.563
C 1.837 1.586 1.905 0.6 -0.2 1.0 -0.563
H 3.049 3.367 4.332 0.0 -0.2 -0.4 0.358
H 4.393 2.937 3.248 -0.3 0.0 -0.1 0.351
H 2.976 3.826 2.604 0.1 -0.2 0.2 0.296
H 3.229 0.525 4.630 0.1 0.1 0.0 0.483
H 1.629 -1.278 3.343 0.1 0.2 -0.1 0.857
H 1.642 2.359 1.176 0.1 -0.1 0.1 0.254
```
Forces are in eV/Å.


C21H44BN6O7 | ωB97M-V with the def2-TZVPD basis set

Calculated values
**LUMO level**: -3.635 eV
**Spin multiplicity**: 1
**Maximum force**: 0.056 hartree/bohr
**E**: -46438.522 eV
**Net charge**: +1
**Highest occupied orbital energy**: -10.7 eV
**Orbital gap**: 7.0 eV

```
79
Properties=species:S:1:pos:R:3:forces:R:3:mulliken_charge:R:1
C 4.766 0.100 -2.310 1.0 -1.1 0.1 -0.611
O 4.826 1.400 -2.942 -1.5 0.7 1.1 -0.552
B 3.768 2.244 -2.542 0.5 -0.2 -0.3 0.719
O 3.920 3.602 -2.338 0.3 -1.7 -0.8 -0.502
C 2.313 1.525 -2.381 -1.0 0.2 1.0 0.251
C 1.548 1.484 -1.156 -1.2 -1.4 -2.2 -0.845
C 0.262 0.749 -1.168 1.9 0.6 -1.5 0.225
C -0.143 0.119 -2.412 1.0 0.5 -0.2 -0.599
C 0.672 0.211 -3.599 -0.3 0.3 2.0 -0.121
N 1.851 0.896 -3.527 -0.8 -0.1 1.1 0.239
H 4.604 0.176 -1.201 0.0 0.0 -1.0 0.292
H 5.768 -0.382 -2.467 -0.9 0.5 0.2 0.296
H 4.011 -0.596 -2.758 0.4 0.8 0.3 0.245
H 4.824 3.823 -2.638 -0.4 0.2 0.4 0.305
H 1.938 1.987 -0.248 -0.4 -0.4 -0.8 0.422
H -0.338 0.694 -0.226 0.4 -0.2 -0.8 0.330
H -1.094 -0.458 -2.495 1.0 0.6 0.2 0.331
H 0.420 -0.273 -4.568 0.2 0.6 0.9 0.421
H 2.426 0.929 -4.381 0.1 0.0 0.0 0.218
C -2.174 -1.566 3.162 0.1 0.0 0.1 -1.209
C -1.933 -0.934 1.819 0.0 0.2 -0.1 0.907
O -0.945 -0.236 1.596 0.0 0.0 -0.2 -0.669
N -2.849 -1.156 0.844 0.3 -0.1 0.4 -0.037
C -4.066 -1.945 0.922 0.1 0.2 -0.5 -0.821
H -1.362 -1.300 3.836 0.0 0.1 -0.2 0.304
H -3.110 -1.199 3.587 0.0 -0.1 0.0 0.189
H -2.203 -2.653 3.067 -0.1 0.0 0.1 0.383
H -2.628 -0.702 -0.028 -0.1 0.0 0.1 0.094
H -4.013 -2.737 0.171 -0.2 -0.1 0.1 0.292
H -4.911 -1.295 0.694 -0.2 -0.2 0.2 0.196
H -4.208 -2.387 1.902 0.0 0.1 0.0 0.343
C -7.555 0.192 1.820 0.1 0.0 -0.1 -1.406
C -7.665 -1.120 2.550 0.0 -0.2 0.1 0.833
O -6.676 -1.751 2.908 0.1 0.1 0.1 -0.692
N -8.907 -1.600 2.808 0.4 0.3 -0.1 -0.170
C -10.186 -1.006 2.469 0.0 -0.4 0.2 -0.868
H -6.505 0.445 1.687 -0.1 -0.1 0.1 0.259
H -8.020 0.116 0.835 -0.1 0.1 0.1 0.438
H -8.030 0.986 2.399 0.0 0.0 -0.1 0.435
H -8.903 -2.482 3.299 0.0 0.0 0.0 0.261
H -10.748 -0.841 3.391 -0.1 0.1 -0.1 0.283
H -10.737 -1.706 1.838 -0.1 0.2 0.0 0.295
H -10.072 -0.062 1.944 0.1 -0.1 0.0 0.333
C -5.574 1.882 6.854 0.0 0.1 0.0 -1.400
C -5.433 0.999 5.641 0.1 -0.1 -0.4 0.953
O -4.781 1.339 4.662 0.0 0.0 0.1 -0.654
N -6.058 -0.206 5.657 0.2 0.4 0.1 0.007
C -6.868 -0.783 6.711 0.1 -0.2 -0.4 -0.951
H -5.022 2.806 6.694 0.0 -0.1 -0.1 0.285
H -6.624 2.131 7.020 0.0 -0.1 0.2 0.373
H -5.163 1.383 7.734 -0.2 0.0 0.0 0.372
H -5.919 -0.742 4.809 -0.1 -0.1 0.0 0.062
H -6.415 -1.726 7.022 -0.2 0.0 0.2 0.307
H -7.865 -0.983 6.313 -0.1 0.0 0.2 0.257
H -6.951 -0.123 7.571 0.0 0.0 -0.1 0.395
C 10.258 0.885 0.271 0.1 0.0 0.0 -1.247
C 8.952 0.147 0.136 -0.1 -0.5 0.0 0.821
O 8.897 -1.070 0.065 0.0 0.1 0.0 -0.644
N 7.805 0.884 0.092 0.3 0.1 0.0 -0.111
C 7.662 2.324 0.159 -0.5 -0.3 0.0 -0.784
H 11.076 0.169 0.292 -0.2 0.0 0.0 0.287
H 10.404 1.553 -0.581 0.0 0.1 0.1 0.342
H 10.274 1.455 1.202 0.0 0.1 -0.1 0.360
H 6.973 0.322 0.001 0.1 0.0 0.1 0.139
H 7.036 2.572 1.019 0.1 0.3 0.0 0.296
H 7.165 2.667 -0.752 0.1 0.2 0.0 0.185
H 8.620 2.826 0.257 0.0 -0.1 0.0 0.362
C 5.604 0.346 -7.281 0.0 0.2 0.0 -1.438
C 4.342 -0.149 -6.631 -0.1 -0.2 0.1 0.864
O 3.474 0.623 -6.221 -0.2 0.1 0.5 -0.737
N 4.178 -1.487 -6.505 0.2 0.6 0.0 -0.125
C 5.080 -2.545 -6.923 -0.4 -0.2 0.2 -0.886
H 5.592 1.434 -7.311 -0.1 -0.1 0.1 0.311
H 6.474 0.025 -6.705 0.0 -0.1 -0.1 0.398
H 5.672 -0.027 -8.304 0.1 0.0 0.1 0.426
H 3.310 -1.747 -6.061 0.1 -0.1 -0.1 0.193
H 4.557 -3.186 -7.634 0.2 -0.1 0.0 0.300
H 5.354 -3.135 -6.047 0.2 -0.1 -0.1 0.297
H 5.981 -2.153 -7.387 -0.1 0.1 0.1 0.343
```
Forces are in eV/Å.


C21H44BaBrCl2GeN3O6Si3 | ωB97M-V with the def2-TZVPD basis set

Calculated values
**LUMO level (alpha / beta)**: 1.581 / 0.970 eV
**Spin multiplicity**: 2
**Maximum force**: 0.059 hartree/bohr
**E**: -215179.916 eV
**Net charge**: -1
**ΔE to the lowest compared entry with this formula, charge and spin**: 157.9 kJ/mol
**Highest occupied orbital energy (alpha / beta)**: -5.1 / -5.3 eV
**Orbital gap (alpha / beta)**: 6.6 / 6.2 eV

```
82
Properties=species:S:1:pos:R:3:forces:R:3:mulliken_charge:R:1
Ba -9.386 -11.216 -9.074 0.5 0.5 -0.1 0.648
C -11.706 -14.241 -9.898 1.7 -0.1 0.4 -0.555
C -12.334 -13.487 -8.752 0.7 1.1 1.2 -0.229
O -11.401 -12.915 -7.737 0.2 -1.8 -0.6 -0.137
C -10.961 -13.894 -6.729 -0.3 0.8 -0.7 -0.265
C -9.555 -13.605 -6.247 1.0 0.5 -1.0 -0.986
O -8.519 -13.641 -7.288 -0.2 -1.6 1.4 -0.130
C -7.713 -14.915 -7.282 0.9 2.2 -1.3 -0.690
C -8.305 -15.967 -8.215 -2.1 0.6 0.6 -0.701
O -9.047 -15.249 -9.177 -0.5 -0.6 0.2 -0.034
C -8.866 -15.502 -10.571 1.2 0.6 1.2 -0.694
C -9.787 -14.474 -11.235 -0.2 1.1 -0.3 -0.346
O -10.461 -13.581 -10.281 -0.9 -1.4 -0.9 0.321
H -12.385 -14.264 -10.750 -0.2 0.2 -0.1 0.438
H -11.455 -15.289 -9.659 -0.1 0.4 0.2 0.343
H -13.035 -14.120 -8.204 -0.2 0.1 -0.2 0.424
H -12.810 -12.590 -9.146 -0.2 -0.1 0.2 -0.283
H -11.062 -14.919 -7.094 0.0 0.1 -0.2 0.289
H -11.611 -13.742 -5.865 -0.1 -0.2 0.1 0.414
H -9.269 -14.295 -5.455 -0.2 -0.1 0.1 0.397
H -9.526 -12.589 -5.817 0.0 -0.2 -0.2 0.349
H -7.554 -15.266 -6.263 -0.1 0.0 0.0 0.427
H -6.741 -14.581 -7.712 -0.6 -0.1 0.5 0.255
H -8.999 -16.568 -7.561 0.3 0.0 -0.9 0.190
H -7.634 -16.607 -8.746 1.0 -0.5 0.3 0.565
H -9.041 -16.561 -10.816 -0.2 0.3 -0.1 0.323
H -7.815 -15.205 -10.812 -0.6 -0.5 -0.2 0.471
H -10.560 -14.951 -11.855 0.3 0.2 0.0 0.382
H -9.142 -13.812 -11.821 -0.3 -0.1 -0.2 0.052
Cl -5.178 -9.471 -11.251 -0.4 -0.7 0.1 -0.151
C -5.126 -11.256 -11.228 0.2 -1.0 -0.2 0.123
Cl -4.969 -11.937 -9.568 0.8 0.7 0.5 -0.167
C -6.385 -12.101 -11.646 -1.4 -0.6 -1.3 0.214
O -6.261 -13.355 -11.697 0.5 1.5 0.1 -0.732
O -7.443 -11.459 -11.886 0.2 0.1 0.8 -0.421
H -4.228 -11.505 -11.824 -0.6 -0.2 0.6 0.341
N -7.342 -9.260 -8.072 1.3 -0.2 0.8 -0.447
C -6.389 -8.869 -7.477 -1.3 0.3 -0.3 0.246
N -5.341 -8.409 -6.867 -0.5 -1.0 -0.8 -0.660
C -5.307 -7.471 -5.963 0.6 2.2 2.0 0.510
N -5.087 -6.625 -5.157 -0.7 -2.0 -1.8 -0.620
Br -11.929 -9.158 -8.540 0.5 -0.7 0.0 -0.583
C -8.908 -11.276 -15.158 0.4 0.1 0.4 -1.197
Si -10.528 -10.721 -14.313 -0.1 0.4 0.8 0.519
C -11.773 -12.191 -14.445 0.5 0.2 -0.6 -0.992
C -10.966 -9.231 -15.439 -0.4 0.1 -0.1 -0.987
Ge -10.934 -9.755 -12.063 -0.5 0.6 -0.7 0.358
Si -10.025 -7.512 -12.059 0.6 -0.9 -0.1 0.254
C -8.347 -7.809 -12.955 -0.8 0.3 -0.7 -0.747
C -9.684 -6.894 -10.314 -0.6 0.4 -0.2 -0.853
C -11.172 -6.305 -13.031 0.0 -0.3 0.5 -0.874
Si -13.382 -9.451 -12.015 1.1 0.3 -0.3 0.218
C -14.096 -8.030 -10.964 -0.2 -0.4 -0.1 -1.054
C -14.057 -11.148 -11.497 0.7 0.1 -0.2 -0.547
C -13.980 -8.966 -13.788 -0.2 -1.2 -0.1 -1.184
H -9.212 -11.205 -16.208 0.1 -0.2 -0.1 0.411
H -8.574 -12.310 -14.936 -0.2 0.6 0.0 0.285
H -8.035 -10.583 -15.048 -0.8 -0.5 0.2 0.277
H -11.338 -12.773 -15.277 -0.4 -0.2 0.2 0.358
H -12.787 -11.896 -14.727 0.1 0.1 0.0 0.369
H -11.865 -12.833 -13.558 0.3 0.3 -0.2 0.046
H -11.118 -9.657 -16.436 -0.1 0.1 -0.1 0.452
H -10.111 -8.541 -15.550 -0.3 -0.3 0.3 0.313
H -11.871 -8.642 -15.183 0.7 -0.5 -0.1 0.055
H -7.744 -8.628 -12.534 -0.3 0.3 0.0 0.048
H -7.800 -6.872 -12.928 0.4 0.1 0.1 0.449
H -8.514 -8.018 -14.041 0.1 0.0 0.8 0.115
H -9.022 -7.527 -9.720 0.1 0.0 -0.2 0.199
H -10.609 -6.770 -9.732 0.2 -0.1 -0.2 0.251
H -9.246 -5.898 -10.426 0.2 0.0 0.2 0.347
H -11.140 -6.481 -14.109 0.0 -0.1 0.1 0.300
H -10.831 -5.285 -12.852 0.1 0.1 0.0 0.418
H -12.224 -6.357 -12.685 0.6 -0.1 -0.2 0.114
H -14.096 -8.250 -9.899 0.1 -0.1 0.0 0.336
H -15.141 -7.902 -11.280 0.1 0.1 0.0 0.399
H -13.582 -7.074 -11.090 0.0 -0.1 -0.1 0.234
H -13.716 -11.415 -10.482 -0.2 0.3 -0.4 -0.336
H -13.783 -11.955 -12.198 0.0 0.4 0.2 0.226
H -15.116 -11.050 -11.505 -1.2 -0.2 0.2 0.512
H -13.567 -8.049 -14.230 0.0 -0.3 0.4 0.306
H -15.061 -8.823 -13.675 -0.1 0.1 -0.2 0.451
H -13.840 -9.815 -14.513 -0.1 0.8 0.6 0.260
```
Forces are in eV/Å.


C21H44GeN7S2Si3V | ωB97M-V with the def2-TZVPD basis set

Calculated values
**LUMO level (alpha / beta)**: -8.714 / -9.167 eV
**Spin multiplicity**: 4
**Maximum force**: 0.048 hartree/bohr
**E**: -160405.156 eV
**Net charge**: +3
**ΔE to the lowest compared entry with this formula, charge and spin**: 248.7 kJ/mol
**Highest occupied orbital energy (alpha / beta)**: -14.7 / -15.5 eV
**Orbital gap (alpha / beta)**: 6.0 / 6.4 eV

```
79
Properties=species:S:1:pos:R:3:forces:R:3:mulliken_charge:R:1
V -0.056 0.136 -0.514 -0.1 2.4 0.2 -0.216
C 1.451 -3.788 -0.343 -0.1 0.1 0.0 -1.832
C 0.609 -2.558 -0.397 0.5 -0.5 0.0 0.928
N 1.110 -1.333 -0.437 0.7 -1.2 0.3 0.517
N 2.428 -1.122 -0.731 1.2 -0.5 -0.1 -0.522
C 2.667 -0.197 -1.685 0.3 0.0 0.0 0.496
N 3.899 -0.005 -2.146 -0.3 -0.3 0.2 -0.296
S 1.353 0.717 -2.237 0.3 0.4 -0.9 -0.449
C -0.807 -2.527 -0.583 -0.5 -0.4 -0.1 -0.062
C -1.658 -3.641 -0.694 0.3 0.3 0.1 -0.910
C -2.951 -3.466 -1.132 0.0 0.3 0.0 -0.669
C -3.391 -2.171 -1.439 0.3 0.0 0.1 -0.909
C -2.521 -1.116 -1.272 -1.0 0.1 -0.2 -0.120
N -1.267 -1.262 -0.842 -1.3 -2.0 -0.4 0.766
H 2.098 -3.777 0.536 0.0 -0.1 0.0 0.413
H 2.082 -3.865 -1.231 0.0 0.0 0.0 0.427
H 0.840 -4.683 -0.301 0.0 0.0 0.0 0.430
H 3.112 -1.856 -0.541 -0.2 0.2 0.0 0.356
H 4.669 -0.605 -1.892 0.0 0.0 0.0 0.228
H 4.050 0.661 -2.889 0.0 0.0 0.0 0.245
H -1.287 -4.629 -0.476 0.0 -0.1 0.0 0.423
H -3.606 -4.313 -1.266 -0.1 -0.1 0.0 0.507
H -4.383 -1.997 -1.820 -0.1 0.0 -0.1 0.514
H -2.831 -0.098 -1.503 0.0 -0.1 0.0 0.420
C -1.546 3.098 -2.104 0.5 0.3 0.3 -0.928
Si -0.119 3.960 -1.147 0.2 -0.2 0.4 0.321
C 1.408 4.151 -2.269 -0.6 -0.1 0.3 -0.959
C -0.620 5.621 -0.358 0.1 -0.7 -0.4 -1.042
Ge 0.437 2.231 0.651 0.1 2.3 0.9 0.814
Si 2.679 2.652 1.741 -0.1 -0.2 0.1 0.511
C 4.040 2.454 0.419 -0.6 0.1 0.3 -1.022
C 2.562 4.423 2.444 0.2 -0.7 -0.4 -1.010
C 2.857 1.259 3.042 -0.1 0.6 -0.4 -1.145
Si -0.652 3.041 2.616 0.0 0.1 0.7 -0.196
C -1.576 4.660 3.039 0.1 -0.7 -0.3 -1.176
C -3.638 2.172 0.879 -0.1 0.5 -0.8 -1.270
C -0.581 2.060 4.254 0.2 0.0 -0.9 -1.141
H -1.520 3.392 -3.150 0.0 0.0 -0.2 0.501
H -2.531 3.375 -1.735 -0.1 0.0 0.1 0.343
H -1.444 2.004 -2.073 -0.1 0.1 -0.1 0.049
H 1.369 5.099 -2.799 -0.1 0.2 0.0 0.447
H 1.453 3.367 -3.020 0.0 0.0 0.0 0.342
H 2.335 4.138 -1.703 0.1 0.0 0.1 0.207
H -0.647 6.389 -1.126 0.0 0.1 -0.2 0.437
H 0.101 5.942 0.386 0.2 0.0 0.1 0.268
H -1.602 5.600 0.103 -0.2 -0.1 0.1 0.291
H 3.760 2.889 -0.536 -0.1 0.1 -0.1 0.213
H 4.285 1.408 0.258 -0.1 -0.2 0.1 0.242
H 4.953 2.947 0.740 0.1 0.1 0.2 0.514
H 2.124 5.106 1.720 -0.1 0.0 -0.2 0.269
H 3.546 4.809 2.690 0.2 0.0 0.1 0.476
H 1.968 4.473 3.352 -0.2 -0.1 0.3 0.314
H 2.334 0.349 2.740 0.0 0.0 -0.1 0.270
H 2.484 1.553 4.017 -0.1 0.1 0.2 0.355
H 3.904 1.006 3.178 0.2 0.0 0.0 0.451
H -2.261 4.983 2.260 0.0 0.0 -0.2 0.370
H -0.862 5.472 3.160 0.3 0.1 0.0 0.422
H -2.131 4.594 3.975 0.1 -0.2 0.1 0.436
H -2.857 2.043 0.128 -0.1 0.1 0.2 0.045
H -3.560 3.161 1.325 0.0 0.1 0.0 0.438
H -4.618 2.073 0.410 0.1 0.0 0.0 0.468
H 0.053 2.585 4.965 0.1 0.2 0.1 0.495
H -0.160 1.067 4.117 0.1 -0.1 -0.1 0.339
H -1.549 1.951 4.738 -0.3 0.2 0.0 0.458
C -6.475 2.042 2.702 0.0 -0.1 0.1 -1.179
C -5.153 2.028 3.488 -0.4 0.2 0.0 -0.519
C -4.139 1.061 3.007 0.5 -0.2 -0.4 0.370
N -3.452 1.155 1.878 -0.8 -0.3 1.7 0.189
N -2.503 0.227 1.660 0.6 -0.8 -0.4 0.280
C -2.474 -0.650 2.625 -0.7 0.5 0.4 0.312
N -1.623 -1.669 2.686 0.3 -0.4 0.0 -0.247
S -3.652 -0.327 3.899 0.2 0.3 -0.6 -0.037
H -7.214 2.571 3.297 -0.1 0.1 0.0 0.403
H -6.850 1.039 2.527 0.0 -0.1 0.0 0.350
H -6.387 2.567 1.756 0.0 0.0 -0.1 0.325
H -5.368 1.796 4.531 0.1 0.1 0.0 0.577
H -4.719 3.032 3.450 0.1 0.0 0.1 0.098
H -1.063 -1.882 1.872 -0.1 -0.1 0.2 -0.063
H -1.670 -2.344 3.435 0.1 0.0 -0.2 0.238
```
Forces are in eV/Å.